C15H31N2O3P2 | wB97M-V/def2-TZVPD

Its LUMO energy is -0.122 Ha. The value obtained for the energy is -43749.88319 eV. As for the net charge: +1.

Atoms and positions in Å:
C (3.202, -2.746, -2.040)
C (2.761, -2.251, -1.043)
C (2.193, -1.649, 0.181)
N (0.741, -1.837, 0.213)
C (-0.199, -0.715, 0.302)
C (-1.430, -1.267, 1.066)
C (-2.689, -0.392, 1.113)
C (-3.818, -0.822, 0.159)
C (-5.174, -0.324, 0.663)
P (-0.862, -0.171, -1.413)
C (-1.117, -1.832, -2.142)
C (0.560, 0.379, -2.447)
C (0.922, 1.862, -2.323)
C (0.304, 0.467, 1.148)
O (-0.119, 1.672, 0.654)
C (-0.368, 2.697, 1.632)
C (-0.970, 3.893, 0.918)
N (1.845, 0.529, 1.274)
C (2.625, -0.192, 0.226)
P (4.473, 0.069, 0.759)
O (5.261, -0.623, -0.461)
O (4.698, -1.106, 1.868)
H (3.556, -3.281, -2.891)
H (2.644, -2.191, 1.020)
H (0.489, -2.587, 0.842)
H (-1.077, -1.467, 2.084)
H (-1.673, -2.240, 0.635)
H (-3.097, -0.476, 2.125)
H (-2.458, 0.664, 0.959)
H (-3.799, -1.908, 0.064)
H (-3.626, -0.359, -0.810)
H (-5.060, 0.670, 1.101)
H (-5.872, -0.212, -0.166)
H (-5.607, -0.997, 1.401)
H (-1.619, -2.504, -1.450)
H (-1.719, -1.713, -3.042)
H (-0.162, -2.288, -2.410)
H (0.214, 0.208, -3.471)
H (1.441, -0.261, -2.349)
H (0.023, 2.476, -2.316)
H (1.460, 2.086, -1.399)
H (1.571, 2.169, -3.144)
H (-0.047, 0.356, 2.181)
H (-1.017, 2.315, 2.424)
H (0.584, 2.982, 2.099)
H (-1.706, 4.396, 1.539)
H (-0.204, 4.600, 0.605)
H (-1.466, 3.543, 0.011)
H (2.133, 0.204, 2.199)
H (2.097, 1.521, 1.238)
H (2.535, 0.323, -0.725)
H (4.771, -0.619, -1.293)
H (4.045, -1.156, 2.574)


C15H31N4O | wB97M-V/def2-TZVPD

Its LUMO energy is -0.141 Ha. The value obtained for the energy is -24057.22625 eV. As for the net charge: +1.

Atoms and positions in Å:
C (0.089, -2.248, 1.649)
C (1.422, -2.932, 1.260)
C (2.552, -1.923, 0.906)
C (2.410, -1.545, -0.574)
C (3.326, -0.384, -1.082)
C (3.977, 0.479, 0.000)
C (3.062, 1.522, 0.701)
C (1.999, 2.189, -0.189)
C (0.626, 1.450, -0.177)
C (0.078, 1.341, -1.611)
C (-1.452, 1.221, -1.700)
N (-1.935, -0.168, -1.538)
C (-1.330, -1.317, -1.790)
N (-2.111, -2.317, -1.477)
N (-3.235, -1.799, -1.048)
N (-3.126, -0.534, -1.089)
C (-4.253, 0.310, -0.645)
C (-4.276, 0.440, 0.884)
C (-3.334, 1.518, 1.406)
O (-3.425, 1.496, 2.814)
H (-0.139, -2.438, 2.699)
H (-0.745, -2.637, 1.060)
H (0.111, -1.161, 1.528)
H (1.721, -3.620, 2.050)
H (1.254, -3.525, 0.355)
H (2.495, -1.076, 1.590)
H (3.482, -2.471, 1.072)
H (2.677, -2.439, -1.145)
H (1.353, -1.346, -0.782)
H (4.140, -0.863, -1.633)
H (2.773, 0.199, -1.821)
H (4.478, -0.105, 0.773)
H (4.760, 1.059, -0.498)
H (3.725, 2.328, 1.031)
H (2.626, 1.130, 1.624)
H (2.365, 2.317, -1.211)
H (1.810, 3.201, 0.179)
H (-0.100, 1.986, 0.441)
H (0.800, 0.484, 0.299)
H (0.518, 0.510, -2.165)
H (0.357, 2.247, -2.151)
H (-1.769, 1.570, -2.686)
H (-1.925, 1.841, -0.943)
H (-0.343, -1.401, -2.201)
H (-4.122, 1.288, -1.109)
H (-5.194, -0.125, -0.967)
H (-5.283, 0.733, 1.188)
H (-4.051, -0.499, 1.392)
H (-2.299, 1.264, 1.120)
H (-3.613, 2.511, 1.030)
H (-2.929, 2.243, 3.178)


C15H32CeNO2P2 | wB97M-V/def2-TZVPD

Its LUMO energy (alpha / beta) is -0.517 / -0.517 Ha. The value obtained for the energy is -53125.35294 eV. As for the net charge: +3. For the relative energy (zero: lowest compared OMol25 entry of this formula, charge and spin), the calculation gives 1001.5 kJ/mol.

Atoms and positions in Å:
Ce (-0.393, 0.036, 0.263)
P (1.127, -1.049, 1.654)
C (2.631, -0.602, 0.754)
C (2.517, -0.334, -0.685)
N (1.289, 0.022, -1.131)
C (1.124, 0.356, -2.435)
C (2.179, 0.307, -3.349)
C (3.441, -0.084, -2.891)
C (3.618, -0.405, -1.540)
C (-0.288, 0.764, -2.849)
P (-1.291, 1.406, -1.372)
H (4.590, -0.694, -1.169)
H (2.025, 0.565, -4.387)
H (4.277, -0.129, -3.574)
H (-0.262, 1.519, -3.634)
H (-0.791, -0.115, -3.252)
H (3.919, 1.770, 1.339)
H (3.569, -0.969, 1.144)
H (1.493, 3.824, 1.910)
O (3.906, 2.766, 1.570)
H (4.777, 3.005, 2.005)
H (-0.914, 0.905, 1.392)
O (0.494, 4.082, 2.002)
H (0.034, 3.771, 1.170)
C (-0.846, 3.236, -1.418)
H (-1.065, 3.659, -2.398)
H (-1.420, 3.784, -0.669)
H (0.217, 3.372, -1.213)
C (-3.048, 1.371, -2.045)
H (-3.726, 1.861, -1.346)
H (-3.101, 1.886, -3.004)
H (-3.374, 0.339, -2.181)
C (1.114, -2.877, 1.726)
H (2.010, -3.254, 2.217)
H (0.244, -3.228, 2.281)
H (1.065, -3.299, 0.723)
C (1.306, -0.412, 3.360)
H (0.477, -0.756, 3.978)
H (2.235, -0.759, 3.811)
H (1.299, 0.678, 3.374)
C (-2.553, -2.309, 2.116)
C (-2.846, -2.323, 0.614)
C (-3.809, -1.190, 0.265)
C (-1.548, -2.210, -0.207)
H (-2.025, -1.375, 2.407)
H (-1.941, -3.188, 2.392)
H (-3.500, -2.379, 2.692)
H (-3.345, -3.286, 0.365)
H (-3.349, -0.201, 0.479)
H (-4.086, -1.256, -0.806)
H (-4.745, -1.284, 0.856)
H (-0.919, -3.090, -0.010)
H (-1.793, -2.228, -1.290)


C15H32ClN3O6S5 | wB97M-V/def2-TZVPD

Its LUMO energy is -0.034 Ha. The value obtained for the energy is -99519.30339 eV. As for the net charge: 0.

Atoms and positions in Å:
N (-2.556, -1.379, 3.099)
C (-1.496, -0.957, 2.655)
C (-0.228, -0.247, 1.913)
Cl (-0.248, -0.737, 0.114)
C (-0.309, 1.382, 2.080)
C (-0.853, 1.939, 0.648)
N (-1.448, 2.341, -0.339)
N (-1.196, 1.827, 3.202)
C (-0.579, 1.711, 4.373)
O (-0.345, 1.258, 5.529)
H (0.713, -0.668, 2.451)
H (0.727, 1.840, 2.258)
C (-0.490, 2.887, -3.582)
S (1.275, 2.597, -3.332)
O (1.829, 3.786, -2.612)
C (1.738, 2.751, -5.071)
H (-0.986, 2.872, -2.609)
H (-0.647, 3.859, -4.053)
H (-0.905, 2.095, -4.209)
H (1.445, 3.732, -5.451)
H (1.252, 1.964, -5.651)
H (2.821, 2.641, -5.152)
C (-2.119, -7.120, 1.890)
S (-2.723, -5.448, 1.574)
O (-1.529, -4.552, 1.456)
C (-3.433, -5.191, 3.214)
H (-1.598, -7.474, 0.998)
H (-1.427, -7.114, 2.735)
H (-2.963, -7.779, 2.100)
H (-2.660, -5.304, 3.977)
H (-4.235, -5.912, 3.381)
H (-3.841, -4.180, 3.259)
C (0.920, -6.742, -1.793)
S (-0.782, -6.260, -2.160)
O (-0.981, -6.413, -3.634)
C (-0.571, -4.502, -1.813)
H (1.024, -7.813, -1.976)
H (1.610, -6.196, -2.439)
H (1.141, -6.532, -0.745)
H (0.208, -4.084, -2.454)
H (-0.306, -4.368, -0.763)
H (-1.515, -3.994, -2.015)
C (2.536, 0.631, 9.262)
S (2.364, 2.041, 8.146)
O (3.534, 2.943, 8.379)
C (0.941, 2.772, 8.985)
H (3.401, 0.045, 8.948)
H (2.689, 0.981, 10.285)
H (1.640, 0.010, 9.207)
H (1.192, 2.989, 10.025)
H (0.096, 2.082, 8.938)
H (0.679, 3.700, 8.475)
C (1.707, 6.565, -7.346)
S (-0.080, 6.401, -7.547)
O (-0.515, 5.211, -6.750)
C (-0.029, 5.901, -9.282)
H (1.915, 6.838, -6.310)
H (2.198, 5.617, -7.575)
H (2.079, 7.350, -8.008)
H (0.568, 4.994, -9.392)
H (0.398, 6.707, -9.882)
H (-1.050, 5.705, -9.615)


C15H32N7O6PSn | wB97M-V/def2-TZVPD

Its LUMO energy (alpha / beta) is 0.002 / 0.000 Ha. The value obtained for the energy is -53899.72282 eV. As for the net charge: 0. For the relative energy (zero: lowest compared OMol25 entry of this formula, charge and spin), the calculation gives 287.9 kJ/mol.

Atoms and positions in Å:
O (-0.596, 2.215, -1.822)
H (-0.636, 1.810, -2.757)
Sn (-0.817, 0.507, -0.488)
N (0.831, -1.122, -0.592)
N (-0.524, -0.224, -2.636)
N (-0.144, 0.383, 1.664)
N (-1.451, 2.402, 0.600)
O (1.683, -1.501, 0.328)
O (0.413, -0.665, 2.301)
O (-1.932, 3.639, 0.163)
O (-0.759, 0.501, -3.680)
C (0.060, -1.428, -2.809)
C (0.762, -1.925, -1.681)
C (-0.469, 1.389, 2.479)
C (-1.138, 2.499, 1.881)
C (1.522, -3.201, -1.655)
H (1.286, -3.777, -0.751)
H (2.604, -3.005, -1.658)
H (1.281, -3.813, -2.529)
C (0.039, -2.115, -4.129)
H (-0.304, -1.433, -4.912)
H (-0.632, -2.986, -4.100)
H (1.042, -2.481, -4.380)
C (-0.123, 1.238, 3.910)
C (-1.473, 3.802, 2.478)
H (0.948, 1.026, 4.030)
H (-0.684, 0.410, 4.365)
H (-0.359, 2.154, 4.455)
H (-2.543, 4.010, 2.377)
H (-0.925, 4.614, 1.987)
H (-1.214, 3.804, 3.537)
H (0.970, -1.116, 1.530)
H (-2.024, 3.556, -0.804)
C (0.860, 2.085, -1.276)
H (1.496, 1.687, -2.074)
H (1.015, 1.530, -0.309)
H (1.114, 3.132, -1.071)
O (4.129, -0.131, -0.121)
H (4.588, 0.133, 0.692)
H (3.338, -0.633, 0.186)
C (-5.757, -2.150, 0.364)
N (-4.912, -2.735, -0.700)
C (-4.188, -3.906, -0.161)
N (-3.382, -3.571, 1.033)
C (-4.253, -2.966, 2.065)
N (-4.977, -1.777, 1.565)
C (-4.070, -0.657, 1.298)
P (-2.819, -1.090, 0.001)
C (-3.996, -1.742, -1.274)
C (-2.243, -2.713, 0.705)
H (-6.505, -2.903, 0.662)
H (-6.250, -1.251, -0.030)
H (-3.523, -4.302, -0.941)
H (-4.931, -4.664, 0.133)
H (-3.635, -2.671, 2.925)
H (-4.997, -3.720, 2.366)
H (-4.644, 0.214, 0.949)
H (-3.542, -0.372, 2.219)
H (-3.418, -2.191, -2.094)
H (-4.569, -0.897, -1.682)
H (-1.645, -2.522, 1.609)
H (-1.594, -3.213, -0.031)